Record 1
{
  "formula": "C12H25IN3O4",
  "method": "ωB97M-V/def2-TZVPD",
  "elements": ["N", "C", "N", "C", "C", "I", "C", "N", "H", "H", "H", "H", "H", "H", "H", "H", "H", "O", "C", "O", "C", "C", "C", "H", "H", "H", "H", "H", "H", "H", "H", "O", "C", "O", "C", "C", "C", "H", "H", "H", "H", "H", "H", "H", "H"],
  "positions_angstrom": [[6.41732, 0.02793, 2.52096], [5.62669, -0.05049, 3.52262], [5.24629, -1.30134, 3.97658], [3.75459, -1.42003, 3.77316], [3.11817, -0.20231, 3.07361], [1.00751, -0.29874, 3.42123], [3.68381, 1.17325, 3.47207], [5.06721, 1.07342, 4.06283], [6.77721, -0.82321, 2.10483], [6.65417, 0.93306, 2.12665], [5.43902, -1.34695, 4.97263], [3.28166, -1.60063, 4.72805], [3.54716, -2.27964, 3.15957], [3.26875, -0.31045, 2.01130], [3.05343, 1.72037, 4.14639], [3.76559, 1.76608, 2.57467], [4.95786, 0.90556, 5.05857], [3.11527, 0.80551, -1.24079], [1.94976, 1.10153, -1.31241], [1.10950, 0.59477, -0.39627], [-0.24584, 1.03463, -0.20686], [-1.23184, 0.33703, -1.11578], [1.41174, 1.98321, -2.41246], [-0.30863, 2.12085, -0.28488], [-0.45496, 0.78294, 0.83042], [-1.04291, 0.56386, -2.16473], [-2.25046, 0.64481, -0.88448], [-1.15543, -0.74469, -0.99747], [1.19951, 1.36217, -3.28124], [2.18139, 2.70323, -2.67792], [0.51540, 2.53613, -2.14300], [-4.50276, 1.20247, -1.64908], [-5.09402, 0.22597, -2.02608], [-4.40288, -0.73744, -2.66361], [-4.96789, -2.00472, -3.02020], [-5.68619, -1.95100, -4.35179], [-6.58991, 0.09138, -1.86524], [-5.60619, -2.37881, -2.21898], [-4.11654, -2.67984, -3.08562], [-6.53748, -1.27119, -4.32383], [-6.04821, -2.94135, -4.62733], [-5.00995, -1.59770, -5.12974], [-7.07462, 0.59634, -2.69934], [-6.87730, 0.58873, -0.94274], [-6.94496, -0.93471, -1.81431]],
  "forces_ev_per_a": [[0.3, 0.2, -0.6], [0.1, -0.4, 0.4], [0.1, -0.3, -0.2], [-0.5, 0.3, 0.1], [0.1, -0.1, 0.4], [0.2, 0.0, -0.2], [0.0, 0.0, -0.5], [-0.4, 0.5, 0.2], [-0.1, 0.0, -0.1], [0.1, -0.1, 0.1], [0.1, -0.2, 0.0], [0.0, 0.1, 0.3], [0.1, -0.4, -0.2], [-0.2, -0.1, -0.4], [-0.1, 0.1, 0.5], [0.0, 0.3, -0.3], [-0.1, 0.1, 0.1], [0.1, -0.1, 0.1], [-0.1, 0.2, -0.1], [0.2, -0.1, 0.3], [-0.3, 0.0, -0.1], [0.2, -0.1, -0.1], [0.0, 0.2, 0.2], [0.1, 0.0, -0.1], [0.0, 0.0, 0.0], [-0.1, 0.1, 0.0], [0.0, 0.0, 0.0], [0.0, 0.0, 0.1], [0.0, 0.0, 0.0], [0.1, -0.1, -0.1], [-0.1, -0.1, 0.0], [0.1, 0.0, 0.0], [-0.2, 0.1, -0.1], [0.2, 0.0, 0.1], [-0.1, -0.1, -0.1], [0.0, 0.1, 0.0], [0.0, -0.2, 0.3], [0.0, 0.0, 0.0], [0.1, 0.1, 0.0], [0.0, 0.0, 0.0], [0.0, 0.0, 0.0], [0.0, 0.0, 0.0], [0.0, 0.0, 0.0], [0.0, 0.1, -0.1], [0.0, 0.0, -0.1]],
  "gap_ev": 7.8,
  "e_tot_ha": -1234.91033,
  "charge": 1
}

---

Record 2
{
  "formula": "C12H25N2O",
  "method": "ωB97M-V/def2-TZVPD",
  "elements": ["C", "C", "C", "O", "C", "C", "N", "C", "C", "C", "C", "C", "C", "C", "N", "H", "H", "H", "H", "H", "H", "H", "H", "H", "H", "H", "H", "H", "H", "H", "H", "H", "H", "H", "H", "H", "H", "H", "H", "H"],
  "positions_angstrom": [[1.56151, 0.45448, 2.65183], [2.57593, -0.09717, 1.64625], [2.17382, -0.03507, 0.17520], [1.35439, 1.12772, -0.07266], [1.11774, 1.38665, -1.41288], [1.09501, 2.87365, -1.62833], [0.02502, 3.26334, -2.18579], [-1.00685, 2.20702, -2.28572], [-0.21809, 0.91098, -2.07487], [-1.07979, -0.07121, -1.28222], [-0.75109, -1.55007, -1.50780], [-1.21854, -2.47265, -0.37965], [-0.75788, -2.10931, 1.04592], [-1.89477, -1.80400, 2.02187], [-2.21659, -0.37248, 1.99140], [0.99759, 1.29112, 2.24163], [2.07770, 0.81584, 3.53889], [0.85885, -0.30739, 2.99024], [3.53238, 0.40906, 1.76958], [2.75746, -1.14957, 1.86918], [3.06338, 0.05496, -0.45587], [1.63229, -0.92899, -0.13905], [1.96579, 1.05052, -2.03475], [1.89605, 3.55797, -1.37812], [-0.12777, 4.22220, -2.48768], [-1.68899, 2.38009, -1.44993], [-1.58436, 2.27922, -3.20324], [0.04699, 0.49615, -3.04774], [-2.11404, 0.09451, -1.59392], [-1.05149, 0.18955, -0.22284], [-1.27080, -1.86514, -2.41595], [0.31376, -1.69225, -1.71904], [-2.31065, -2.50235, -0.40516], [-0.87978, -3.48255, -0.61554], [-0.10404, -1.23399, 1.01539], [-0.15858, -2.92780, 1.44798], [-2.78411, -2.35233, 1.70412], [-1.63956, -2.16355, 3.02466], [-2.82719, -0.11015, 2.75797], [-1.36069, 0.16300, 2.10666]],
  "forces_ev_per_a": [[-0.1, 0.0, 0.0], [0.0, -0.1, 0.0], [0.0, 0.1, -0.1], [-0.1, 0.1, 0.1], [0.4, -0.1, -0.3], [0.3, -0.2, 0.0], [-0.3, 0.3, -0.2], [-0.2, 0.0, 0.3], [-0.2, 0.1, 0.1], [0.0, -0.1, 0.0], [0.0, 0.1, -0.1], [0.0, 0.1, 0.0], [0.0, -0.1, -0.1], [-0.1, 0.1, 0.0], [0.1, 0.1, -0.1], [0.0, 0.0, 0.0], [0.0, 0.0, 0.0], [0.0, 0.0, -0.1], [0.0, 0.1, 0.0], [0.1, 0.0, 0.0], [0.0, -0.1, 0.0], [-0.1, 0.1, 0.0], [0.0, -0.1, 0.1], [0.0, 0.0, 0.0], [-0.1, 0.0, 0.2], [-0.1, 0.0, -0.1], [0.2, 0.0, -0.1], [-0.1, 0.0, 0.0], [-0.1, 0.0, 0.1], [0.0, 0.0, 0.0], [0.2, 0.0, -0.1], [0.0, 0.0, 0.2], [0.0, 0.0, 0.0], [-0.1, 0.0, -0.1], [0.1, -0.1, 0.1], [0.0, 0.0, 0.0], [0.0, -0.1, 0.1], [0.1, 0.1, 0.0], [0.0, -0.1, -0.1], [-0.1, 0.0, 0.2]],
  "smiles": "CCCO[C@@H]1C=[NH+]C[C@@H]1CCCCCN",
  "gap_ev": 7.4,
  "e_tot_ha": -656.71400,
  "charge": 1
}

---

Record 3
{
  "formula": "C12H25N2O5S",
  "method": "ωB97M-V/def2-TZVPD",
  "elements": ["C", "C", "N", "C", "O", "S", "O", "O", "O", "H", "H", "H", "H", "H", "H", "H", "C", "C", "C", "C", "C", "C", "N", "O", "C", "C", "C", "H", "H", "H", "H", "H", "H", "H", "H", "H", "H", "H", "H", "H", "H", "H", "H", "H", "H"],
  "positions_angstrom": [[1.62152, 0.86784, -3.33130], [0.91599, 1.84830, -4.22981], [0.37931, 1.56781, -5.33993], [0.83170, 3.29938, -3.77359], [-0.50060, 3.79114, -3.53440], [-1.39490, 3.08777, -2.41113], [-0.49213, 2.46094, -1.46406], [-1.92721, 1.74877, -3.22699], [-2.99904, 2.22664, -4.06917], [0.88455, 0.40044, -2.67209], [2.37215, 1.35457, -2.70710], [2.09875, 0.08849, -3.92865], [0.50185, 0.57662, -5.55419], [1.20078, 3.92197, -4.58944], [1.44591, 3.48346, -2.89154], [-2.84299, 1.67264, -4.85155], [-0.31553, 0.93842, 2.51822], [0.34016, 0.01417, 1.47553], [-0.68692, -0.45965, 0.44334], [-1.67865, -1.47843, 1.00269], [-0.95809, -2.65800, 1.65413], [0.06894, -2.23410, 2.70918], [0.96673, -1.19315, 2.11107], [1.89338, -1.70593, 1.39015], [-0.62914, -1.72828, 3.97722], [0.92709, -3.42555, 3.11799], [1.43829, 0.81941, 0.79429], [-0.26414, 1.96749, 2.16368], [-1.36695, 0.71744, 2.69045], [0.20846, 0.89230, 3.47262], [-0.15141, -0.91147, -0.39829], [-1.20867, 0.41570, 0.05190], [-2.35434, -1.00383, 1.71975], [-2.31193, -1.84480, 0.19240], [-1.67797, -3.33335, 2.12358], [-0.44409, -3.23358, 0.87820], [0.09920, -1.31333, 4.67511], [-1.12329, -2.56939, 4.46434], [-1.39032, -0.97771, 3.78993], [1.39002, -3.90562, 2.26021], [0.29432, -4.15656, 3.62374], [1.71652, -3.11759, 3.80457], [2.19127, 1.13704, 1.51816], [0.99627, 1.70357, 0.33680], [1.93511, 0.24800, 0.01398]],
  "forces_ev_per_a": [[0.0, 0.0, -0.1], [-0.1, 0.0, 0.1], [0.0, 0.0, -0.1], [0.4, 0.1, -0.2], [-0.2, -0.1, 0.0], [0.2, 0.1, 0.1], [-0.1, 0.0, -0.1], [-0.3, 0.0, 0.1], [0.1, -0.3, -0.1], [0.1, 0.1, 0.0], [-0.1, -0.1, 0.0], [0.0, 0.0, 0.1], [0.0, 0.0, 0.0], [-0.1, 0.0, 0.1], [-0.1, -0.1, 0.0], [0.1, 0.2, 0.0], [0.0, 0.0, 0.1], [-0.1, 0.5, 0.3], [-0.1, -0.1, -0.1], [0.0, 0.0, 0.1], [-0.1, 0.0, -0.2], [-0.1, 0.0, 0.5], [-0.3, -0.4, -0.7], [0.3, 0.1, 0.2], [0.0, 0.1, 0.0], [0.1, -0.1, -0.1], [0.2, 0.0, -0.2], [0.0, 0.0, -0.1], [0.0, 0.0, 0.0], [0.0, 0.0, 0.0], [0.1, 0.0, 0.0], [0.0, 0.0, 0.0], [0.0, 0.0, 0.0], [0.0, 0.0, 0.0], [0.0, 0.0, 0.0], [0.1, 0.0, 0.0], [0.0, 0.0, 0.0], [0.0, 0.0, 0.0], [0.0, 0.0, 0.0], [0.0, 0.0, 0.0], [0.0, 0.0, 0.0], [0.0, 0.0, 0.0], [0.0, 0.0, 0.0], [-0.1, 0.0, 0.0], [0.0, -0.1, 0.1]],
  "spin_multiplicity": 2,
  "gap_ev": [8.6, 9.7],
  "e_tot_ha": -1355.94379,
  "charge": 0,
  "s_squared": 0.7541
}

---

Record 4
{
  "formula": "C12H25N4O3S",
  "method": "ωB97M-V/def2-TZVPD",
  "elements": ["C", "N", "C", "O", "C", "C", "S", "N", "C", "O", "C", "C", "C", "C", "C", "N", "N", "C", "C", "O", "H", "H", "H", "H", "H", "H", "H", "H", "H", "H", "H", "H", "H", "H", "H", "H", "H", "H", "H", "H", "H", "H", "H", "H", "H"],
  "positions_angstrom": [[2.51570, 2.85129, 2.13328], [1.74422, 3.01630, 0.90145], [0.84310, 2.21930, 0.44713], [0.55909, 1.06761, 1.00744], [0.14097, 2.47321, -0.83876], [-0.62417, 3.78699, -0.80895], [-1.62693, 3.80361, 0.67845], [-0.72664, 1.41601, -1.29055], [-0.29917, 0.35779, -1.96216], [0.20512, 0.40903, -3.05838], [-0.32975, -0.97964, -1.33452], [-1.58339, -1.73964, -1.65234], [-2.35834, -1.62179, -0.30619], [-2.03264, -2.63712, 0.79012], [-1.69549, -1.95431, 2.20931], [-0.48701, -1.20365, 2.20017], [0.95591, -1.63554, -1.58676], [1.78034, -2.28538, -0.82625], [3.02918, -2.87175, -1.48871], [1.44488, -2.48627, 0.39253], [2.31599, 1.94620, 2.75258], [2.19090, 3.73142, 2.84980], [3.53743, 2.79220, 1.86892], [2.01254, 3.75281, 0.30276], [0.77603, 2.55418, -1.72189], [-1.07592, 3.92240, -1.78778], [0.06962, 4.66762, -0.73126], [-2.21921, 5.02567, 0.51111], [-1.54728, 1.17795, -0.59822], [-0.24179, -0.94938, -0.22987], [-2.19248, -1.14198, -2.32225], [-1.41863, -2.76297, -2.00384], [-2.11064, -0.64069, 0.11683], [-3.38234, -1.70936, -0.66265], [-3.02664, -3.17210, 0.99249], [-1.32844, -3.31849, 0.54822], [-1.63919, -2.74489, 3.04583], [-2.57023, -1.30398, 2.53689], [-0.07049, -1.04655, 3.04532], [-0.60564, -0.23652, 1.78862], [0.10891, -1.77710, 1.63632], [1.26515, -1.49525, -2.55253], [3.83101, -3.10024, -0.81621], [3.14627, -2.24332, -2.37293], [2.72006, -3.91365, -1.80254]],
  "forces_ev_per_a": [[-2.0, 1.1, 2.3], [0.8, 0.0, 1.0], [-1.5, -6.3, 1.4], [0.6, 3.3, -0.7], [-0.6, 1.1, -2.4], [1.3, 1.6, -0.1], [-1.1, 0.6, 0.1], [-4.1, 1.0, 3.9], [1.7, -1.3, -1.5], [0.5, 0.7, -0.6], [2.0, -1.9, 2.6], [-0.5, 0.4, 1.4], [-0.2, -0.7, -1.0], [-3.9, 2.2, 2.8], [-3.9, -2.2, 1.1], [-1.0, 1.7, -2.7], [-0.6, 1.4, -4.6], [-0.3, -1.7, 4.5], [-2.5, -1.0, -0.4], [0.9, 0.2, -1.5], [-0.4, 0.4, -1.2], [1.3, -1.5, -1.5], [1.2, 0.5, 0.0], [0.3, 1.0, -0.4], [0.9, 0.2, 0.4], [-0.7, -0.2, 0.3], [-0.3, -0.9, 0.0], [0.3, -0.7, 0.0], [2.5, 0.7, -1.5], [-0.2, 0.7, -0.8], [0.1, -0.4, -0.7], [-0.2, 0.3, 0.0], [-0.8, 0.1, -0.4], [-0.4, 0.3, 1.0], [1.6, 0.4, -0.1], [2.4, -2.2, -0.8], [0.1, 1.0, -1.5], [1.1, -0.6, -0.6], [1.3, 0.2, 3.1], [0.7, -0.9, -0.2], [2.0, -0.1, -1.2], [-0.2, 0.0, 0.4], [0.6, 0.8, 0.3], [1.1, -0.4, 0.1], [0.1, 1.1, -0.1]],
  "smiles": "CNC(=O)[C@H](CS)NC(=O)[C@@H](CCCC[NH3+])NC(C)=O",
  "gap_ev": 9.8,
  "e_tot_ha": -1314.91956,
  "charge": 1
}

---

Record 5
{
  "formula": "C12H26AlBr2ClO4P",
  "method": "ωB97M-V/def2-TZVPD",
  "elements": ["C", "C", "C", "Cl", "Al", "C", "Br", "C", "C", "Br", "H", "H", "H", "H", "H", "H", "H", "H", "H", "H", "H", "O", "P", "O", "C", "C", "O", "C", "C", "O", "C", "C", "H", "H", "H", "H", "H", "H", "H", "H", "H", "H", "H", "H", "H", "H", "H"],
  "positions_angstrom": [[-3.10124, 5.95533, 4.57867], [-2.04631, 5.55244, 3.44997], [-2.11546, 3.98576, 3.13523], [-2.34651, 3.02843, 4.72490], [-0.33930, 3.25036, 2.33076], [-0.29942, 1.24403, 2.89242], [-1.48623, 0.02424, 1.86126], [0.50836, 0.81392, 3.95861], [1.41088, 1.85949, 4.76822], [0.45375, -1.12602, 4.44959], [-3.15199, 7.09700, 4.60141], [-4.12695, 5.53957, 4.31053], [-2.77210, 5.64201, 5.62457], [-0.96476, 5.76238, 3.75403], [-2.32295, 6.09235, 2.49522], [-2.92948, 3.71234, 2.38934], [0.84194, 4.08841, 3.02194], [-0.31599, 3.42828, 0.73852], [2.05663, 2.37819, 4.00492], [2.03190, 1.36929, 5.57454], [0.67802, 2.58249, 5.26406], [2.95716, -2.32040, -2.72866], [1.64884, -2.99899, -3.13962], [1.23854, -1.97412, -4.37453], [1.95384, -2.05468, -5.59535], [1.42402, -3.18575, -6.45798], [0.72504, -2.29840, -1.95033], [1.25584, -2.13718, -0.63213], [1.54477, -0.67334, -0.37394], [0.28498, -3.93978, -3.54830], [-0.39825, -4.67625, -2.53159], [-1.77341, -4.06619, -2.33803], [3.02501, -2.17801, -5.40715], [1.81731, -1.10356, -6.11552], [1.63336, -4.15420, -5.99539], [1.88633, -3.16839, -7.44790], [0.34004, -3.11068, -6.56960], [2.14728, -2.75138, -0.48303], [0.49889, -2.49067, 0.07430], [2.24893, -0.27141, -1.10556], [1.95903, -0.52793, 0.62610], [0.62862, -0.08535, -0.46230], [0.16955, -4.69584, -1.59974], [-0.50160, -5.70617, -2.88290], [-1.70455, -3.03025, -2.00260], [-2.35036, -4.63145, -1.60351], [-2.32204, -4.04989, -3.28342]],
  "forces_ev_per_a": [[0.6, 1.0, -0.3], [-0.6, -1.4, 0.6], [0.5, 0.5, -0.8], [-0.2, 0.4, -0.7], [-0.7, -0.1, 0.3], [2.0, -0.7, 2.2], [0.8, 0.6, 0.8], [-1.7, 0.9, -2.4], [-1.0, -0.9, -0.2], [0.4, 1.2, 0.1], [-0.2, -1.3, 0.0], [1.3, 0.5, 0.5], [-0.6, 0.1, -1.6], [-1.5, 0.1, -0.3], [0.5, -0.5, 1.0], [0.5, 0.4, 1.4], [0.1, 0.0, 0.0], [-0.1, -0.1, -0.2], [-0.7, -0.4, 1.1], [-0.7, 0.4, -1.0], [1.2, -0.8, -0.7], [0.6, -4.2, -1.0], [-4.3, 7.7, 1.1], [0.4, -1.1, -0.1], [0.0, 0.0, -0.3], [0.0, -0.2, 0.0], [0.3, -1.5, -0.2], [0.1, 0.5, 0.4], [0.0, 0.2, -0.1], [3.0, -1.0, 0.1], [-0.4, -0.4, 0.2], [-0.1, 0.4, -0.1], [0.0, 0.1, 0.0], [0.0, 0.0, 0.2], [0.0, 0.0, -0.1], [0.0, 0.0, 0.0], [0.1, 0.1, 0.0], [0.0, 0.1, -0.1], [-0.1, 0.0, -0.1], [0.1, -0.2, 0.0], [-0.1, 0.0, 0.0], [0.0, -0.1, 0.2], [-0.1, 0.1, 0.0], [0.1, 0.0, 0.0], [0.1, -0.1, 0.1], [0.1, -0.1, -0.1], [0.1, -0.2, 0.0]],
  "gap_ev": 5.6,
  "e_tot_ha": -6965.78930,
  "charge": -1
}